Computed, not measured: 2 unconnected molecules or ions with the total composition C9H20ClN in a non-equilibrium geometry, with ωB97M-V/def2-TZVPD.

Structure (XYZ):
```
31
Properties=species:S:1:pos:R:3:forces:R:3:mulliken_charge:R:1
C -0.254 3.514 1.389 1.90 -0.54 0.64 -1.560
C 0.069 2.375 0.448 0.76 -0.16 -0.39 -0.028
C -0.117 1.016 1.128 0.15 0.28 -2.11 -0.975
N -0.289 -0.169 0.136 1.07 0.66 0.89 0.339
C -0.562 -1.369 0.943 0.62 -2.03 -0.37 -0.714
C -0.536 -2.726 0.118 0.23 1.72 -0.14 -0.677
C 0.771 -2.883 -0.672 0.10 0.68 -0.58 -0.615
C 1.200 -1.549 -1.350 -1.04 -0.93 -1.15 -0.571
C 1.096 -0.415 -0.404 0.69 1.02 -0.33 -0.911
C -1.390 0.127 -0.844 1.84 1.63 -1.77 -0.707
H 0.292 3.385 2.358 -0.73 0.19 -0.55 0.327
H -1.265 3.769 1.499 -1.61 -0.21 0.53 0.397
H 0.165 4.364 0.919 0.55 1.13 -0.26 0.451
H 1.095 2.578 0.059 -0.60 -0.74 0.37 0.308
H -0.530 2.438 -0.451 -0.20 0.00 -0.15 0.324
H -0.995 1.068 1.705 -1.32 -0.21 0.75 0.436
H 0.701 0.766 1.765 0.62 -0.25 0.43 0.516
H 0.198 -1.448 1.757 -0.58 0.26 -0.58 0.411
H -1.524 -1.241 1.351 -1.20 0.09 0.78 0.473
H -0.640 -3.511 0.840 -0.06 -0.50 0.45 0.404
H -1.409 -2.800 -0.542 0.15 0.20 0.09 0.325
H 1.576 -3.116 0.034 -0.09 -0.51 -0.20 0.279
H 0.626 -3.642 -1.461 0.41 0.02 0.64 0.330
H 2.262 -1.547 -1.693 -0.87 -0.29 0.07 0.392
H 0.536 -1.321 -2.254 1.04 -0.23 1.06 0.213
H 1.703 -0.556 0.503 -0.03 -0.08 -0.33 0.469
H 1.465 0.440 -0.971 -0.44 0.46 0.33 0.376
H -1.860 -0.748 -1.225 -0.42 -0.75 0.26 0.315
H -0.905 0.662 -1.776 -0.51 -0.73 1.51 0.016
H -2.039 0.857 -0.389 -0.52 -0.20 0.22 0.310
Cl 0.560 1.681 -2.921 0.09 0.02 -0.09 -0.652
```
Forces are in eV/Å.

As for the orbital gap: 7.941 eV. The spin multiplicity is 1. The energy relative to the best compared isomer or geometry (same formula, charge and spin) is 49.0 kJ/mol. Its total charge is 0.